Record 1
Formula: C4H4BrI
Source: the Open Molecules 2025 dataset
Level of theory: wB97M-V/def2-TZVPD

```
10
Properties=species:S:1:pos:R:3:forces:R:3
Br -1.355 -2.659 0.681 -0.3535 0.1610 -0.3631
C -0.677 -1.006 0.239 7.3724 3.6034 3.1139
C 0.673 -0.323 0.892 -6.2707 -1.2710 -3.8189
I 1.906 -0.301 2.487 0.1227 -0.4232 0.3874
C 0.518 0.852 -0.082 1.1262 -0.2000 -2.0693
C -0.647 0.097 -0.829 -1.5572 -0.7416 -2.4905
H 0.226 1.818 0.297 -0.5234 0.1120 0.7292
H 1.435 1.217 -0.765 -1.6779 -1.5479 1.2848
H -0.395 -0.339 -1.943 -0.3512 1.1339 2.7242
H -1.685 0.644 -0.976 2.1126 -0.8265 0.5022
```
Positions in Å, forces in eV/Å.

Computed properties:
**Spin multiplicity**: 1
**E_tot**: -3026.37816 Eh
**E_LUMO**: 0.11 eV
**Relative energy (zero: lowest compared OMol25 entry of this formula, charge and spin)**: 263.3 kJ/mol

***

Record 2
Formula: C17H41Cr2F2N3O3
Source: the Open Molecules 2025 dataset
Level of theory: wB97M-V/def2-TZVPD

```
68
Properties=species:S:1:pos:R:3:forces:R:3
Cr -8.138 13.914 -2.827 -1.9882 1.0364 0.7808
Cr -10.899 12.656 -1.275 2.9729 0.4519 1.1011
F -9.550 14.381 -1.162 -0.5523 -1.4840 -0.8072
F -9.499 12.250 -2.912 0.7566 0.9083 0.0740
C -9.487 13.206 -7.197 -1.1908 -0.3362 0.6205
C -8.690 11.940 -7.590 0.5818 2.6424 -0.5433
C -7.576 12.462 -8.470 3.2780 -0.9078 -1.0169
C -6.422 11.431 -8.738 -0.9047 -1.1000 0.9659
C -5.866 10.810 -7.416 -0.3163 1.8592 -0.3795
C -6.955 10.382 -6.368 3.1622 0.3269 -0.8254
N -8.088 11.385 -6.330 -1.0297 -3.9359 -0.7401
O -9.057 10.871 -5.464 0.6665 1.1682 -1.2703
C -7.278 8.942 -6.694 -1.5544 -1.6452 -0.8832
C -6.230 10.276 -5.016 -1.0938 0.5366 1.1095
C -9.507 10.939 -8.371 -1.1177 -1.9811 0.3741
H -8.929 13.979 -6.669 0.6054 -0.2200 -0.1912
H -10.328 12.954 -6.551 -0.1899 -0.2355 0.0648
H -9.947 13.696 -8.056 0.2955 -0.2738 -0.2558
H -7.854 12.737 -9.487 -0.9275 0.1472 0.3275
H -7.035 13.324 -8.078 -0.4772 0.2919 0.4305
H -5.657 11.823 -9.408 0.1289 0.3242 0.4774
H -6.806 10.584 -9.307 -0.3029 -0.0214 -0.1510
H -5.252 11.530 -6.876 0.1961 0.3391 -0.2357
H -5.180 10.002 -7.674 -0.3583 -0.2701 0.3205
H -7.990 8.434 -6.045 -0.1931 0.3916 0.1365
H -7.587 8.752 -7.722 -0.2687 0.4002 -0.0382
H -6.380 8.327 -6.640 0.3346 0.5182 0.3663
H -6.090 11.246 -4.539 0.2248 0.2792 -0.1005
H -6.854 9.696 -4.336 0.0216 -0.1145 0.1273
H -5.261 9.778 -5.048 -0.1472 0.1034 -0.5312
H -10.295 10.487 -7.768 -0.1028 0.1872 0.2461
H -8.962 10.068 -8.736 0.4746 0.2867 0.1360
H -10.020 11.301 -9.262 0.3178 0.8522 0.1873
H -8.960 11.369 -4.649 -0.2122 0.1977 1.1244
C -10.032 17.052 -5.224 -0.7832 -1.1130 -1.4601
C -8.957 16.119 -4.646 1.6078 3.8035 -0.0029
C -8.281 16.824 -3.488 -1.1027 1.6738 0.7462
O -7.485 16.011 -2.634 0.8807 -1.3788 -0.9325
C -6.815 16.798 -1.627 0.8557 0.1081 0.7922
N -9.496 14.925 -4.136 -1.1783 -1.5781 -0.3505
H -10.393 16.572 -6.133 0.1334 -0.4367 -0.4250
H -9.748 18.007 -5.667 0.3299 0.2017 0.8985
H -10.985 17.055 -4.694 0.3304 0.6257 0.8247
H -8.231 15.986 -5.448 0.1690 -0.5881 0.0936
H -8.982 17.220 -2.753 -1.0062 0.0834 -0.4045
H -7.828 17.748 -3.848 0.9366 -0.3460 -0.0481
H -6.341 17.686 -2.046 0.0174 -0.2511 -0.4695
H -6.040 16.178 -1.178 -0.0936 -0.0109 -0.1273
H -7.454 17.172 -0.827 -0.5843 -0.3959 -0.2057
H -10.280 15.267 -3.600 -0.2490 -0.1325 1.1256
H -10.017 14.569 -4.925 0.0737 -1.2469 -0.3201
C -9.037 9.647 -0.884 -0.6115 -1.7397 -0.1503
C -9.415 10.338 0.363 0.6044 -0.0460 1.0050
C -8.476 10.013 1.575 -0.7743 0.8039 -0.1578
O -8.886 10.856 2.657 1.1984 -0.0022 -0.1394
C -7.964 10.779 3.803 -0.0479 -1.2749 -0.1703
N -9.362 11.771 0.089 -1.2349 1.2842 -0.2139
H -9.757 9.825 -1.682 0.0892 0.2258 -0.2012
H -9.181 8.595 -0.636 0.5138 -0.3155 -0.4823
H -8.019 9.841 -1.223 0.0048 -0.0277 0.0824
H -10.439 10.121 0.666 -0.0481 -0.1880 0.0303
H -7.450 10.245 1.288 0.3059 0.0576 -0.0728
H -8.515 8.950 1.812 -0.2097 -0.0869 0.1086
H -6.950 10.473 3.547 0.1501 0.4296 -0.8006
H -8.258 9.911 4.393 -0.4976 0.3638 0.4153
H -7.881 11.691 4.394 -0.6518 -0.0056 -0.3521
H -9.252 12.157 1.016 -0.5028 0.9345 0.7229
H -8.483 12.020 -0.342 0.2853 -0.1541 -0.3592
```
Positions in Å, forces in eV/Å.

Computed properties:
**<S²>**: 24.79
**Spin multiplicity**: 10
**E_tot**: -3349.90384 Eh
**Net charge**: +3
**E_LUMO (alpha / beta)**: -10.70 / -11.74 eV

***

Record 3
Formula: C22H52N7O8V
Source: the Open Molecules 2025 dataset
Level of theory: wB97M-V/def2-TZVPD

```
90
Properties=species:S:1:pos:R:3:forces:R:3
V -2.340 1.565 -1.151 3.4027 -2.8640 -0.7063
C 0.531 0.661 0.101 -1.7166 2.0851 -0.5019
O -0.773 0.311 -0.328 -2.0107 1.0643 -0.6389
H 1.275 0.434 -0.663 0.3547 -0.8286 0.5001
H 0.545 1.751 0.111 0.4285 0.6252 0.0427
H 0.686 0.464 1.162 0.5107 -0.9871 -0.2349
C -1.526 -2.641 1.333 2.8381 -2.6234 0.3910
O -0.577 -3.397 0.974 -2.0218 1.8450 0.0463
N -2.026 -2.731 2.578 0.2882 -0.7943 1.8889
C -3.081 -1.871 3.063 0.6521 -0.0881 -0.1458
C -1.519 -3.725 3.671 0.3200 -0.0297 -2.8695
H -1.941 -1.850 0.689 -0.0382 -0.0855 0.1359
H -3.040 -0.887 2.597 -0.1016 -0.0236 -0.1792
H -2.788 -1.741 4.105 -1.0337 0.2346 0.1877
H -4.027 -2.373 2.860 -0.3141 0.3706 0.6228
H -1.097 -3.298 4.582 -0.3071 0.6685 -0.2710
H -2.248 -4.497 3.916 -0.4591 0.4693 -0.0277
H -0.738 -4.272 3.143 0.2008 0.0578 0.1823
C -0.663 3.275 -3.703 0.6563 0.3680 -1.5478
O -1.031 2.490 -2.840 -0.4688 -0.9773 1.9428
N 0.530 3.264 -4.346 -1.0822 -0.3600 2.1184
C 1.694 2.585 -3.878 0.4137 -1.8209 0.2242
C 0.709 4.028 -5.502 -0.8221 1.6445 -1.3918
H -1.372 4.037 -4.062 0.2702 -0.0611 -0.2421
H 1.535 2.146 -2.893 -0.0724 0.0599 -0.0765
H 2.618 3.163 -3.872 -0.3756 0.6060 0.0279
H 1.877 1.778 -4.587 0.2005 -0.3111 0.1264
H 1.009 3.512 -6.413 0.2098 -0.6206 0.3481
H -0.301 4.374 -5.721 0.2896 0.8081 -0.4151
H 1.426 4.830 -5.323 -0.1592 0.2246 -0.1417
C -0.481 -3.933 -2.234 -3.2902 -0.0329 -0.8166
O -1.638 -4.099 -2.709 1.8130 -0.0285 0.5995
N 0.236 -2.848 -2.511 1.6881 1.3247 0.7688
C 1.268 -2.489 -1.493 -0.2813 2.1210 0.1145
C -0.263 -1.736 -3.432 1.5771 -1.9242 0.3006
H -0.073 -4.646 -1.501 0.2133 0.2701 -0.2831
H 1.854 -1.631 -1.821 0.1636 -0.1653 -0.8529
H 2.016 -3.170 -1.086 -0.6466 -0.8637 -0.6090
H 0.776 -2.004 -0.650 -0.3085 -0.5591 0.3069
H 0.623 -1.258 -3.850 0.1966 0.0179 0.2442
H -0.662 -2.304 -4.272 -0.7557 0.4784 0.1187
H -0.865 -0.953 -2.970 -0.1805 -0.5087 0.1071
C 0.429 -0.714 6.399 -2.2998 0.3206 -1.6585
O -0.525 0.036 6.620 1.3771 -0.6079 0.6967
N 0.753 -1.013 5.114 2.3227 -1.1345 -1.0974
C 1.875 -1.906 4.772 -0.4329 -0.0887 1.0033
C 0.169 -0.474 3.888 -0.1132 -0.0143 2.2005
H 0.962 -1.378 7.098 0.0361 0.5502 0.3839
H 1.613 -2.630 4.001 -0.5312 -0.1061 0.0718
H 2.102 -2.456 5.685 0.5377 -0.0620 -0.1637
H 2.749 -1.407 4.352 0.0860 0.3386 0.4432
H -0.699 0.049 4.290 -0.3757 0.1306 -0.8608
H 0.886 0.213 3.440 -0.1999 -0.0178 -0.3278
H -0.013 -1.383 3.315 -0.3955 0.6313 -0.6392
C -3.329 -1.377 -2.444 -0.4849 -1.5588 0.8118
O -2.824 -0.272 -2.236 -0.1162 2.2505 0.2073
N -4.543 -1.774 -2.040 -1.2906 1.1529 -1.1286
C -4.923 -3.177 -2.129 -0.2570 -0.9831 -0.1531
C -5.582 -0.747 -1.678 1.0805 -0.3631 1.5828
H -2.712 -2.181 -2.875 -0.1382 0.0317 0.0410
H -5.741 -3.416 -2.809 -0.0826 0.6845 -0.2882
H -5.266 -3.584 -1.178 0.2281 0.3703 0.3220
H -4.094 -3.805 -2.455 0.2990 0.3282 0.1198
H -5.766 -0.888 -0.613 0.0925 0.2118 0.2596
H -5.152 0.246 -1.809 -0.0245 -0.1626 -0.1228
H -6.599 -0.734 -2.069 0.4420 -0.8087 -1.0401
C 5.847 -1.525 2.412 -1.3486 0.1789 0.8124
O 6.524 -0.639 2.808 2.3833 1.4243 0.6792
N 4.553 -1.329 2.094 -1.1501 0.5893 -0.2382
C 3.931 -2.496 1.521 -0.7806 0.4505 1.1564
C 3.864 0.021 2.143 1.6119 -0.8936 -0.3572
H 6.089 -2.599 2.433 0.5483 0.0823 -0.3058
H 4.504 -3.357 1.866 0.2107 -0.0864 -0.7854
H 3.867 -2.362 0.441 -0.4631 -0.6405 -0.0018
H 3.012 -2.655 2.086 -0.7289 0.0259 -0.9058
H 3.462 0.264 1.159 -0.3614 -0.2129 0.0857
H 3.140 0.141 2.949 -0.2255 -0.5418 -0.2133
H 4.608 0.790 2.346 0.3055 -0.3066 -0.0251
C 1.847 6.848 -0.634 -1.4772 -1.1235 -0.3109
O 2.949 6.470 -0.368 0.7687 -0.2076 0.2012
N 0.786 5.973 -0.870 -1.9195 -0.7434 -0.4853
C -0.611 6.408 -1.145 1.3333 1.3775 0.4357
C 0.795 4.491 -0.702 0.6894 1.2786 0.4553
H 1.567 7.908 -0.729 -0.1438 -0.0349 -0.0392
H -1.029 6.145 -2.117 0.4579 -0.2941 -0.2508
H -0.578 7.496 -1.103 -0.3941 0.0856 -0.0157
H -1.313 6.052 -0.391 0.1642 0.0033 0.2333
H -0.250 4.182 -0.701 0.1232 -0.1145 -0.2001
H 1.344 3.987 -1.497 0.0441 -0.0248 0.1638
H 1.185 4.240 0.285 0.3510 -0.1510 -0.1460
```
Positions in Å, forces in eV/Å.

Computed properties:
**<S²>**: 3.77
**Spin multiplicity**: 4
**E_tot**: -2798.29543 Eh
**Net charge**: +1
**E_LUMO (alpha / beta)**: -4.32 / -4.34 eV
**Relative energy (zero: lowest compared OMol25 entry of this formula, charge and spin)**: 0.0 kJ/mol